Entry 1:
CH5N3O2S as an isolated structure. Source: the OMol25 dataset; level of theory: ωB97M-V/def2-TZVPD.

Properties
gap between HOMO and LUMO = 9.99 eV
M = 123.14 g/mol
E_HOMO = -0.3577 Ha

Geometry as ORCA input:
```
! wB97M-V def2-TZVPD RIJCOSX def2/J DEFGRID3
* xyz 0 1
C -2.25041 0.09909 -0.08549
N 0.30753 0.53766 1.75135
N -2.34155 -0.44491 -1.13043
N 1.16911 0.19291 -0.72667
O -2.51751 0.27285 1.02326
O 0.13326 2.40993 0.08628
S -0.15356 0.98425 0.16360
H -0.24329 0.65826 2.67445
H -1.61647 -0.46885 -1.82520
H 0.72486 -0.43358 1.68188
H 2.07104 0.23702 -0.32562
H 0.94886 -0.83065 -0.94164
*
```

---

Entry 2:
One molecule with the formula C20H24N2O2. Source: the OMol25 dataset; level of theory: ωB97M-V/def2-TZVPD.

Properties
SMILES = Cc1ccccc1C(=O)c1cccn1CC(=O)N1CCCCCC1
gap between HOMO and LUMO = 9.04 eV
M = 324.42 g/mol
E_HOMO = -0.3161 Ha

Geometry as ORCA input:
```
! wB97M-V def2-TZVPD RIJCOSX def2/J DEFGRID3
* xyz 0 1
C -2.28778 -1.80793 -1.43446
C -3.46607 -1.27389 -0.67846
C -4.75487 -1.70776 -0.95478
C -5.84133 -1.20949 -0.25693
C -5.65278 -0.25918 0.73120
C -4.37581 0.19327 1.01159
C -3.28546 -0.30778 0.31304
C -1.90769 0.16482 0.65813
O -1.10453 -0.58467 1.20643
C -1.64177 1.53058 0.29142
C -2.50504 2.41747 -0.35521
C -1.83416 3.62642 -0.50078
C -0.58124 3.46187 0.05602
N -0.46697 2.21016 0.52979
C 0.74273 1.68298 1.10756
C 1.81594 1.57464 0.00459
O 2.21902 2.60448 -0.50900
N 2.25097 0.35828 -0.37239
C 1.87944 -0.90457 0.23080
C 2.77340 -1.22974 1.43400
C 4.06190 -1.98355 1.07962
C 4.67823 -1.64308 -0.28269
C 4.66607 -0.15813 -0.64991
C 3.35990 0.29860 -1.30519
H -1.75958 -0.99720 -1.93686
H -1.58899 -2.28360 -0.74798
H -2.60170 -2.53626 -2.17791
H -4.90837 -2.44856 -1.72667
H -6.83574 -1.56425 -0.48484
H -6.49650 0.13141 1.28033
H -4.21692 0.93451 1.78158
H -3.50240 2.19218 -0.67771
H -2.21046 4.52120 -0.95505
H 0.23658 4.15209 0.12260
H 0.52294 0.74796 1.61372
H 1.12947 2.40844 1.83236
H 1.97695 -1.67876 -0.53289
H 0.83288 -0.88523 0.53282
H 2.20658 -1.82823 2.14825
H 3.02141 -0.28803 1.92847
H 3.86442 -3.05770 1.09352
H 4.79640 -1.78266 1.86226
H 4.16650 -2.20060 -1.07051
H 5.71162 -1.99668 -0.27095
H 5.46697 0.03177 -1.36724
H 4.86261 0.45229 0.23238
H 3.48594 1.30393 -1.71189
H 3.09727 -0.38183 -2.12221
*
```

---

Entry 3:
One molecule with the formula C7H13N. Source: the OMol25 dataset; level of theory: ωB97M-V/def2-TZVPD.

Properties
SMILES = C=CC/C(=C/N)CC
gap between HOMO and LUMO = 9.09 eV
M = 111.19 g/mol
E_HOMO = -0.2969 Ha

Geometry as ORCA input:
```
! wB97M-V def2-TZVPD RIJCOSX def2/J DEFGRID3
* xyz 0 1
C 2.72167 0.85160 -0.99553
C 2.01734 -0.12900 -0.43354
C 0.69955 -0.72261 -0.84894
C -0.37414 -0.39103 0.20498
C -0.56960 -1.20375 1.25781
N -1.72395 -1.11950 2.04050
C -1.38988 0.58223 -0.28956
C -0.95462 1.90355 -0.95907
H 3.57585 1.25995 -0.47851
H 2.50006 1.18506 -2.00065
H 2.27328 -0.51292 0.55157
H 0.85486 -1.80087 -0.94215
H 0.33163 -0.33350 -1.79604
H 0.24365 -1.86617 1.53350
H -2.59845 -1.39758 1.62769
H -1.62391 -1.39690 2.99755
H -2.06451 0.04364 -0.96589
H -1.97717 0.91694 0.57753
H -1.00643 1.83147 -2.04792
H 0.09063 2.11990 -0.72276
H -1.54321 2.76676 -0.66067
*
```

---

Entry 4:
A 3-piece molecular cluster, C15H42BBrN6O7P2S overall. Source: the OMol25 dataset; level of theory: ωB97M-V/def2-TZVPD.

Properties
SMILES = CB(O)[C@]1(Br)COS(=O)(=O)O1.CN(C)P(=O)(N(C)C)N(C)C.CN(C)P(=O)(N(C)C)N(C)C
gap between HOMO and LUMO = 7.25 eV
M = 603.27 g/mol
E_HOMO = -0.2992 Ha

Geometry as ORCA input:
```
! wB97M-V def2-TZVPD RIJCOSX def2/J DEFGRID3
* xyz 0 1
C 1.75031 3.69407 3.01077
B 0.81338 2.36633 3.07233
O 1.37317 1.14725 2.65071
C -0.69607 2.51973 3.65027
Br -0.48277 2.11052 5.57584
C -1.90042 1.81180 2.91424
O -2.89094 2.79422 2.60555
S -2.18998 4.31445 2.61688
O -3.07645 5.33959 3.21467
O -1.81521 4.64441 1.22676
O -0.92935 3.94852 3.63062
H 1.29683 4.42826 2.28682
H 2.75601 3.43810 2.57448
H 1.84388 4.11658 4.04137
H 2.03034 1.30931 1.95597
H -2.24487 1.06743 3.68845
H -1.66040 1.12265 2.05859
C 6.14215 -1.98550 -2.31394
N 5.44490 -1.05642 -1.44046
C 5.97488 0.29064 -1.66454
P 4.84381 -1.34753 0.16402
O 3.71719 -0.30700 0.05335
N 3.74163 -2.68623 0.11856
C 3.70172 -3.65569 -0.96046
C 2.37238 -2.42794 0.56530
N 6.15204 -2.50205 0.48690
C 5.91532 -3.41470 1.63342
C 7.41573 -1.79906 0.82523
H 7.17720 -2.18048 -2.00460
H 6.18322 -1.58501 -3.33112
H 5.63788 -2.93986 -2.41631
H 6.99362 0.40159 -1.27204
H 5.35315 1.04945 -1.18624
H 5.99355 0.53467 -2.72960
H 3.39663 -3.20000 -1.90963
H 2.99764 -4.46193 -0.73415
H 4.66206 -4.16014 -1.07878
H 1.77801 -1.92905 -0.20975
H 2.36302 -1.81009 1.46318
H 1.87005 -3.36229 0.83099
H 5.65703 -2.86166 2.54071
H 6.80714 -4.01426 1.83451
H 5.12545 -4.13429 1.43391
H 7.29036 -1.14184 1.69035
H 7.77786 -1.19415 -0.00618
H 8.21141 -2.51348 1.04280
C -7.23520 0.30961 -1.51724
N -6.17240 -0.66004 -1.31220
C -6.65470 -1.70558 -0.40742
P -4.45961 -0.36782 -1.24364
O -4.07165 -1.77803 -1.70965
N -3.94039 0.40176 -2.70977
C -4.84032 1.08826 -3.61696
C -2.92686 -0.29888 -3.49779
N -4.70795 1.23716 -0.52842
C -3.53943 2.14887 -0.61652
C -4.99901 1.13508 0.92461
H -7.41918 0.94563 -0.64150
H -8.17454 -0.20496 -1.74086
H -7.06800 0.95631 -2.37137
H -6.76700 -1.33893 0.62103
H -5.97234 -2.55701 -0.38104
H -7.62147 -2.09582 -0.73561
H -5.56206 0.40204 -4.07562
H -4.28386 1.57702 -4.42245
H -5.36479 1.90393 -3.11661
H -3.36240 -1.11031 -4.09331
H -2.15113 -0.71574 -2.85601
H -2.42244 0.39160 -4.17985
H -2.63438 1.68278 -0.21584
H -3.72971 3.06969 -0.06077
H -3.33798 2.46667 -1.63616
H -4.19619 0.61662 1.45744
H -5.92897 0.59875 1.11515
H -5.13046 2.12241 1.36865
*
```

---

Entry 5:
C28H35MgN5P2Se as an isolated structure. Source: the OMol25 dataset; level of theory: ωB97M-V/def2-TZVPD.

Properties
gap between HOMO and LUMO = 5.55 eV
M = 606.84 g/mol
E_HOMO = -0.2822 Ha

Geometry as ORCA input:
```
! wB97M-V def2-TZVPD RIJCOSX def2/J DEFGRID3
* xyz 0 1
Mg -3.04899 1.80444 -1.28349
C 0.31338 -2.87383 0.03416
C -0.87991 -2.63888 -0.52283
C -2.21445 -2.74798 0.09399
C -2.78654 -1.59428 0.95201
C -2.04562 -1.22765 2.20023
C -0.98844 -1.82455 2.75847
C -0.48129 -3.19951 2.49238
C 0.66605 -3.22701 1.43635
C -2.21900 2.86900 0.32239
H 1.15500 -2.82163 -0.65552
H -0.89906 -2.30763 -1.56204
H -2.30137 -3.69678 0.65418
H -2.85105 -2.79566 -0.81590
H -2.83946 -0.73102 0.27355
H -3.81350 -1.94035 1.18636
H -2.46653 -0.30798 2.62252
H -0.40495 -1.26257 3.50463
H -1.29711 -3.86942 2.21760
H -0.07621 -3.58587 3.43520
H 1.45710 -2.51819 1.74413
H 1.12792 -4.22917 1.47183
H -1.14658 2.83407 0.17295
H -2.38025 2.35219 1.26665
H -2.52999 3.90611 0.39521
P -7.37238 -1.70568 1.84869
P -6.92009 -3.24851 -0.99762
N -7.15107 -2.07194 3.58962
N -8.91523 -0.82454 2.17750
N -6.11772 -4.76051 -0.44674
N -7.54915 -4.03454 -2.49559
C -8.18939 -3.33803 1.52293
C -8.42111 -3.56513 0.02333
C -6.03690 -1.58518 4.28881
C -6.17796 -1.93671 5.62761
C -7.38675 -2.68773 5.75520
C -7.94378 -2.77562 4.48626
C -9.07800 0.49573 1.75030
C -10.36744 0.92787 2.04947
C -11.05386 -0.19230 2.64932
C -10.13400 -1.23756 2.72884
C -4.78060 -4.72008 -0.05958
C -4.43402 -5.93584 0.50664
C -5.61337 -6.74077 0.51273
C -6.63578 -5.98490 -0.03634
C -8.06064 -5.29193 -2.82278
C -8.52919 -5.26934 -4.13217
C -8.37259 -3.92385 -4.61581
C -7.80741 -3.18542 -3.58535
H -9.13652 -3.44250 2.07258
H -7.50602 -4.08853 1.95036
H -8.85354 -4.55340 -0.16802
H -9.16266 -2.84763 -0.34822
H -5.28364 -1.02825 3.75670
H -5.46651 -1.67671 6.39388
H -7.80694 -3.13144 6.63236
H -8.83816 -3.29041 4.17219
H -8.25190 1.00239 1.27405
H -10.77224 1.91531 1.86785
H -12.08923 -0.22867 2.97074
H -10.28156 -2.21832 3.13681
H -4.23252 -3.81449 -0.24820
H -3.45584 -6.18630 0.87774
H -5.71517 -7.74820 0.87670
H -7.67581 -6.23252 -0.15337
H -8.04075 -6.11824 -2.14055
H -8.95234 -6.10848 -4.66527
H -8.65106 -3.53272 -5.58150
H -7.52527 -2.14552 -3.50023
Se 1.54084 0.32480 -1.16731
C -0.15394 0.53517 -1.06241
N -1.32682 0.62992 -1.28258
*
```

---

Entry 6:
A 15-piece molecular cluster, C31H29Cl56N2O4 overall. Source: the OMol25 dataset; level of theory: ωB97M-V/def2-TZVPD.

Properties
gap between HOMO and LUMO = 5.56 eV
M = 2478.95 g/mol
E_HOMO = -0.1716 Ha

Geometry as ORCA input:
```
! wB97M-V def2-TZVPD RIJCOSX def2/J DEFGRID3
* xyz -1 1
C -1.51706 2.79919 4.47251
C -1.84325 1.56611 4.41003
C -2.05152 -0.03330 4.34513
N -2.25168 -0.35915 2.92078
C -2.46559 -1.79596 2.66092
C -1.47732 -2.80286 3.41198
C 0.03136 -2.82204 2.86311
C 1.06450 -1.91732 3.73600
C 1.10418 -0.45134 3.08100
C 2.56979 0.02876 2.60542
C 2.48443 1.61982 2.38899
C 1.40453 2.09270 1.30808
C 0.92209 3.63225 1.55540
C -0.58816 3.73899 0.96788
C -1.31202 5.12286 1.37521
C -2.82843 4.88762 1.89177
C -3.10600 5.62737 3.31424
O -2.26231 -1.97372 1.20117
N -3.05265 -2.95862 0.71335
O -2.87014 -2.95301 -0.48035
C -4.02329 -2.23346 2.91695
O -4.90812 -1.37324 2.56560
O -4.37851 -3.44366 3.42363
H -1.04414 3.79822 4.73617
H -1.12326 -0.48640 4.82909
H -2.97864 -0.23296 4.99496
H -1.55995 0.07382 2.29927
H -1.89992 -3.86117 3.22545
H -1.43124 -2.68813 4.54403
H 0.14038 -2.60305 1.74845
H 0.40778 -3.90763 3.00231
H 0.68086 -1.91718 4.81220
H 2.11135 -2.39202 3.71528
H 0.67497 0.32187 3.80235
H 0.47952 -0.50728 2.11330
H 3.35099 -0.18373 3.40906
H 2.89125 -0.51976 1.64082
H 2.33063 2.10221 3.41444
H 3.51672 1.93912 1.97593
H 0.44620 1.47888 1.28196
H 1.86859 2.01881 0.26156
H 0.91841 3.84521 2.67824
H 1.63589 4.33050 0.98509
H -1.23964 2.86992 1.33925
H -0.49794 3.64095 -0.16509
H -0.69542 5.69162 2.14635
H -1.41417 5.73756 0.40208
H -3.57504 5.23886 1.10373
H -3.04876 3.76888 2.06422
H -2.13619 6.05129 3.77120
H -3.86539 6.46674 3.15525
H -3.54566 4.85645 4.05105
C 2.31841 2.26510 -2.89237
Cl 1.52095 0.68939 -2.71091
Cl 1.19877 3.54851 -2.39152
Cl 3.77191 2.31815 -1.87214
Cl 2.77895 2.51211 -4.59381
C -5.46795 -1.86495 -3.41439
Cl -4.89998 -3.38468 -4.14103
Cl -7.13070 -1.53690 -3.95223
Cl -5.43245 -2.00703 -1.64919
Cl -4.40745 -0.53306 -3.92478
C -7.18235 7.08972 2.91333
Cl -7.73452 8.72965 3.31859
Cl -6.06640 7.16527 1.53320
Cl -6.34866 6.38299 4.31278
Cl -8.58203 6.08317 2.48768
C 4.99032 -1.40667 -3.29606
Cl 6.75560 -1.20079 -3.36037
Cl 4.55928 -3.03332 -3.86505
Cl 4.43308 -1.20052 -1.62239
Cl 4.21570 -0.19114 -4.33508
C 9.31816 -2.02671 -0.17713
Cl 9.64742 -2.27559 1.55073
Cl 7.57078 -2.12971 -0.46885
Cl 9.90457 -0.42322 -0.66695
Cl 10.15204 -3.27693 -1.12496
C -11.17921 10.98131 4.13414
Cl -9.41580 11.18233 4.07285
Cl -11.60715 9.34775 3.58601
Cl -11.74370 11.21359 5.80198
Cl -11.94900 12.18232 3.07565
C -4.36107 -7.64512 -4.76582
Cl -4.04025 -7.83327 -3.02856
Cl -6.11078 -7.76771 -5.06045
Cl -3.78002 -6.05693 -5.30559
Cl -3.51662 -8.92199 -5.67118
C -5.88792 -12.50519 -6.73885
Cl -6.10695 -10.77331 -6.41903
Cl -4.23976 -12.98657 -6.28314
Cl -7.06175 -13.43737 -5.78578
Cl -6.14168 -12.82583 -8.46806
C -2.92754 1.52181 8.64027
Cl -3.69963 -0.06782 8.82350
Cl -4.06860 2.79400 9.13046
Cl -1.47918 1.59845 9.66916
Cl -2.46245 1.76387 6.94118
C -2.71736 -4.16358 -9.03490
Cl -0.95503 -3.95024 -9.09722
Cl -3.13292 -5.81149 -9.55245
Cl -3.28676 -3.90458 -7.37409
Cl -3.49459 -2.98919 -10.11750
C 6.26767 -3.21445 -7.63019
Cl 6.91408 -2.37249 -6.20728
Cl 7.53570 -3.34839 -8.86800
Cl 5.72514 -4.83928 -7.16050
Cl 4.89452 -2.29858 -8.28597
C -0.82109 -9.94676 -1.81543
Cl -1.77097 -9.65755 -3.28707
Cl -0.64960 -11.69650 -1.55408
Cl 0.78759 -9.21474 -1.99467
Cl -1.65087 -9.21889 -0.42412
C 11.52083 2.85783 -2.09250
Cl 12.08070 1.36069 -2.86882
Cl 9.85863 3.20708 -2.61041
Cl 11.56203 2.66228 -0.32660
Cl 12.58263 4.20159 -2.56241
C 14.12020 7.86998 -0.82536
Cl 15.36810 7.53407 -2.04426
Cl 12.99409 9.09183 -1.45243
Cl 13.23129 6.37653 -0.46284
Cl 14.88859 8.47806 0.65646
*
```

---

The lowest gap between HOMO and LUMO belongs to which entry?
C28H35MgN5P2Se

---

Among the records above, which one has the lowest gap between HOMO and LUMO?
C28H35MgN5P2Se

---

Which value of gap between HOMO and LUMO does entry 2 give?
9.04 eV